(1)
Here is a molecular structure, C18H21N12Ru from OMol25. Energies are from ωB97M-V with the def2-TZVPD basis set.

XYZ file:
```
52
Properties=species:S:1:pos:R:3:forces:R:3:mulliken_charge:R:1
Ru 0.5066 0.0520 0.5603 0.26 -0.01 0.46 -0.1558
C 3.0133 0.2412 -1.1582 -0.02 0.02 0.00 -1.1609
N 2.0451 -0.7533 -0.6506 -0.07 -0.01 -0.13 0.7639
C 2.7298 -1.7438 0.2235 0.04 0.05 -0.03 -1.0847
C 1.3559 -1.4918 -1.7219 0.06 -0.02 -0.01 0.8496
C 2.0656 -2.1462 -2.7121 0.01 0.01 0.04 -0.4488
C 1.4090 -2.9620 -3.6209 -0.02 -0.01 -0.01 -0.9068
C 0.0406 -3.1492 -3.4980 0.03 0.00 -0.01 -0.8927
C -0.6789 -2.4890 -2.5160 -0.02 -0.03 0.01 -0.7881
C -0.0406 -1.6081 -1.6410 -0.01 -0.01 -0.05 -0.1880
N -0.6592 -0.8393 -0.6501 -0.04 0.06 -0.08 0.5640
C -2.0039 -0.4500 -0.5950 -0.02 0.00 -0.10 0.1928
C -2.9469 -0.5597 -1.6141 0.00 0.00 -0.04 -0.9790
C -4.2354 -0.0826 -1.4307 0.00 -0.01 -0.02 -0.8528
C -4.6068 0.5103 -0.2373 -0.02 0.01 0.01 -0.8543
C -3.6654 0.6592 0.7712 0.02 0.00 0.03 -0.4895
C -2.3751 0.1991 0.5906 -0.11 0.05 0.03 0.5192
N -1.3331 0.3770 1.6087 -0.04 0.06 -0.07 0.8533
C -1.4079 -0.7218 2.6027 0.01 0.00 0.01 -1.0413
C -1.4459 1.6733 2.3093 0.01 0.03 0.01 -1.3629
H 3.8401 -0.2430 -1.6817 0.00 -0.01 -0.01 0.3939
H 2.5004 0.9280 -1.8272 -0.01 -0.01 0.00 0.3755
H 3.4103 0.7959 -0.3089 -0.01 -0.01 0.00 0.2832
H 3.4744 -2.3025 -0.3481 0.01 0.00 0.02 0.3834
H 3.1997 -1.2307 1.0596 -0.01 0.02 0.00 0.4891
H 1.9908 -2.4499 0.6081 0.00 0.00 0.00 0.3247
H 3.1409 -2.0368 -2.7699 0.00 0.01 0.00 0.3428
H 1.9676 -3.4656 -4.3975 -0.01 0.00 0.00 0.3987
H -0.4776 -3.8185 -4.1719 0.00 0.00 0.00 0.3971
H -1.7370 -2.6753 -2.4165 0.03 -0.02 0.00 0.7327
H -2.6671 -0.9612 -2.5749 -0.01 0.03 0.02 0.6604
H -4.9471 -0.1623 -2.2417 0.00 0.00 0.00 0.3969
H -5.6122 0.8814 -0.0949 0.00 0.00 0.00 0.4068
H -3.9466 1.1549 1.6899 0.01 0.00 0.01 0.3336
H -2.3534 -0.6730 3.1489 0.00 -0.01 0.00 0.3571
H -1.3510 -1.6791 2.0837 -0.01 0.00 -0.01 0.3428
H -0.5727 -0.6329 3.2975 0.00 0.01 0.00 0.3653
H -2.3340 1.6993 2.9430 -0.01 0.00 -0.01 0.5000
H -0.5709 1.7973 2.9443 0.00 0.00 -0.01 0.2691
H -1.4945 2.4798 1.5809 0.00 -0.02 0.01 0.4134
N 1.7258 3.1179 1.6632 -0.09 0.05 0.15 -0.0878
C 2.0266 2.0216 2.4353 0.09 0.01 -0.03 0.4856
N 2.7158 2.0559 3.5580 -0.06 -0.01 0.07 -0.5473
N 2.7915 0.7654 3.9409 0.12 -0.01 -0.04 -0.6128
N 2.2107 -0.0014 3.0903 -0.09 -0.06 0.05 -0.7152
N 1.6874 0.7760 2.1077 0.06 -0.02 -0.08 0.9103
C 0.9407 3.0662 0.5414 0.13 -0.18 -0.14 0.3361
N 0.5375 4.1259 -0.1259 -0.14 0.02 0.09 -0.5442
N -0.1679 3.6286 -1.1613 0.14 0.09 -0.28 -0.7003
N -0.1677 2.3496 -1.1573 -0.15 -0.11 0.12 -0.5717
N 0.5314 1.9429 -0.0639 -0.11 0.04 0.02 1.0978
H 1.9415 4.0302 2.0288 0.03 -0.02 0.01 0.2457
```
Positions in Å, forces in eV/Å.

Calculated values
2S+1 = 2
Relative energy (zero: lowest compared OMol25 entry of this formula, charge and spin) = 0.0 kJ/mol
Total charge = 0
E = -1450.441875 a.u.


(2)
Here is 4 unconnected molecules or ions with the total composition C18H21N3O from OMol25. Energies are from ωB97M-V with the def2-TZVPD basis set.

XYZ file:
```
43
Properties=species:S:1:pos:R:3:forces:R:3:mulliken_charge:R:1
N -3.9819 -19.2361 31.0121 -0.40 0.21 -0.12 -0.3755
C -3.9215 -18.9434 32.3090 0.07 0.08 0.13 -0.2443
C -2.8307 -19.2455 33.1173 -0.11 0.05 -0.16 -0.3897
C -1.7598 -19.9089 32.5409 -0.05 -0.23 -0.16 -0.2562
C -1.8287 -20.2467 31.1974 -0.08 -0.03 0.21 -0.6770
C -2.9588 -19.8713 30.4731 0.95 -0.30 0.07 0.0141
H -4.7900 -18.4271 32.7033 0.05 -0.02 0.11 0.3636
H -2.8177 -18.9733 34.1635 -0.08 0.03 0.00 0.3630
H -0.8912 -20.1972 33.1193 -0.03 0.08 0.07 0.3783
H -1.0257 -20.8184 30.7502 -0.04 0.13 -0.20 0.3901
H -2.9807 -20.0761 29.4089 -0.22 -0.05 0.00 0.4449
N -3.3279 -13.2032 25.4952 0.22 0.15 0.05 -0.6150
C -2.7738 -13.1558 24.2845 -0.07 0.04 0.17 -0.1782
C -3.0807 -14.0497 23.2691 0.22 0.28 0.22 -0.3460
C -3.9895 -15.0614 23.5378 0.10 -0.01 -0.39 -0.2634
C -4.5840 -15.1124 24.7838 0.16 -0.04 0.19 -0.3541
C -4.2097 -14.1613 25.7285 -0.22 -0.36 0.02 -0.2158
H -2.0339 -12.3731 24.1577 -0.04 0.00 -0.20 0.3820
H -2.5847 -13.9366 22.3149 -0.06 -0.18 -0.06 0.3728
H -4.1853 -15.8037 22.7727 -0.19 -0.01 0.10 0.4096
H -5.2651 -15.9076 25.0546 -0.06 0.04 -0.04 0.3806
H -4.6091 -14.2091 26.7374 -0.10 0.07 -0.06 0.4306
N -3.2397 -19.5892 25.1867 0.06 0.07 -0.48 -0.5729
C -2.5185 -18.4800 25.0925 0.26 0.37 -0.03 -0.3798
C -2.5420 -17.4596 26.0375 -0.12 -0.24 -0.12 -0.3214
C -3.2858 -17.6694 27.1815 -0.20 0.12 0.06 -0.1998
C -4.0421 -18.8327 27.3010 0.04 0.56 0.14 -0.5134
C -4.0280 -19.7258 26.2444 -0.12 -0.29 0.26 -0.4326
H -1.8850 -18.3704 24.2168 -0.09 -0.12 -0.04 0.4077
H -2.0421 -16.5187 25.8542 0.21 -0.08 0.06 0.4364
H -3.3207 -16.9022 27.9466 -0.01 -0.12 0.08 0.4795
H -4.6387 -18.9687 28.1943 -0.12 -0.21 -0.11 0.6860
H -4.6707 -20.6006 26.2256 0.05 -0.02 0.20 0.4064
C -0.6056 -21.7947 25.9257 0.20 -0.47 -0.18 -0.5921
C -0.2822 -22.8528 26.9622 -0.05 0.16 -0.01 0.7924
O 0.6428 -22.7085 27.7265 0.09 -0.07 0.03 -0.5587
C -1.2049 -24.0396 27.0580 -0.64 0.48 0.03 -1.0889
H 0.3064 -21.2351 25.7342 -0.11 0.23 0.04 0.3492
H -1.4068 -21.1431 26.2716 0.06 0.07 0.11 -0.1684
H -0.9579 -22.2421 24.9942 0.00 0.00 0.04 0.3310
H -0.7886 -24.8370 27.6624 0.09 -0.07 -0.06 0.3284
H -1.5578 -24.3673 26.0810 0.24 -0.19 -0.03 0.3420
H -2.1139 -23.6605 27.5504 0.13 -0.13 0.06 0.2547
```
Positions in Å, forces in eV/Å.

Calculated values
Structure (SMILES) = c1ccncc1.c1ccncc1.c1ccncc1.CC(C)=O
Relative energy (zero: lowest compared OMol25 entry of this formula, charge and spin) = 150.5 kJ/mol
Total charge = 0
E = -937.976978 a.u.


(3)
Here is C18H21N3O7 in the gas phase from OMol25. Energies are from ωB97M-V with the def2-TZVPD basis set.

XYZ file:
```
49
Properties=species:S:1:pos:R:3:forces:R:3:mulliken_charge:R:1
C 2.3831 -2.5565 -0.1800 -0.02 -0.43 -0.19 -0.7567
H 2.2504 -3.4143 0.4801 0.04 0.01 -0.05 0.2594
O 2.3989 -1.4254 0.6744 -0.08 0.42 -0.02 -0.4018
C 2.9128 -0.2417 0.2132 0.09 0.05 0.05 0.4851
C 3.4748 0.5764 1.1859 -0.10 -0.13 -0.15 -0.5393
C 4.0336 1.7994 0.8670 0.02 0.04 0.00 -0.5647
C 4.0606 2.2060 -0.4519 0.01 0.07 0.01 -0.9012
C 3.4921 1.4115 -1.4326 -0.02 -0.10 -0.12 -0.8351
C 2.8849 0.2016 -1.1216 -0.02 -0.14 0.07 1.3171
O 2.2707 -0.6070 -2.0438 0.11 0.04 0.53 -0.3284
C 1.9548 -0.1220 -3.3238 -0.15 0.19 -0.47 -0.8335
C 0.9109 1.0109 -3.3265 0.10 -0.25 0.34 -0.7703
C -0.2387 0.6428 -2.4138 0.40 0.50 -0.07 0.7755
O -0.3121 0.9682 -1.2555 -0.01 0.08 -0.09 -0.5939
O -1.1534 -0.0897 -3.0403 -0.02 -0.29 -0.40 -0.3055
C -2.2642 -0.4894 -2.2332 -0.15 0.14 0.15 -0.6161
C -1.7311 -1.1362 -0.9561 -0.32 0.07 0.06 0.3391
O -0.8058 -1.9358 -1.0739 0.02 -0.08 -0.19 -0.7793
C -2.2656 -0.7086 0.3178 0.06 -0.20 0.15 0.0989
C -1.4675 -0.8655 1.4633 -0.46 -0.11 -0.36 0.1650
N -0.3830 -1.6361 1.4500 0.23 0.06 0.02 -0.2920
H 0.3696 -1.4980 2.1034 -0.07 0.05 0.02 0.2310
H -0.1443 -1.9826 0.5147 -0.07 0.04 0.18 0.3178
N -1.8111 -0.2403 2.6240 0.20 -0.06 0.05 -0.0160
C -2.9913 0.4874 2.7676 0.08 -0.05 -0.10 0.6955
O -3.2741 1.0258 3.8140 -0.10 0.12 0.15 -0.6587
N -3.8061 0.5303 1.6749 -0.24 0.17 -0.02 -0.0450
C -3.5214 -0.0084 0.4130 0.37 -0.26 0.13 1.0470
O -4.3381 0.1133 -0.4827 -0.09 -0.03 -0.17 -0.7366
C -5.0580 1.2473 1.8513 -0.29 0.13 0.02 -1.1479
H -5.6109 0.8170 2.6853 0.01 0.06 -0.03 0.3321
H -5.6223 1.1515 0.9269 0.06 0.03 0.14 0.3681
H -4.8578 2.2966 2.0670 -0.04 -0.04 0.01 0.3214
C -0.9460 -0.3262 3.7845 0.04 0.05 0.32 -1.2843
H -1.4334 0.2282 4.5855 0.14 -0.11 -0.11 0.3577
H -0.8177 -1.3656 4.0892 0.03 0.01 -0.02 0.3779
H 0.0239 0.1282 3.5746 0.01 -0.02 0.01 0.3804
H -2.8159 -1.2216 -2.8243 0.02 0.09 0.08 0.2863
H -2.8968 0.3729 -2.0237 0.15 -0.20 -0.09 0.4149
H 1.3453 1.9372 -2.9513 -0.11 -0.04 -0.06 0.4412
H 0.5474 1.1465 -4.3439 0.05 0.02 -0.02 0.4764
H 1.5378 -0.9945 -3.8344 0.10 0.15 0.00 0.5109
H 2.8558 0.2036 -3.8614 -0.11 -0.07 0.05 0.2960
H 3.5267 1.7492 -2.4565 -0.05 -0.01 -0.10 0.3504
H 4.5157 3.1449 -0.7279 0.03 0.08 -0.03 0.3991
H 4.4578 2.4180 1.6425 0.05 0.05 0.07 0.3902
H 3.4651 0.2211 2.2051 0.00 -0.08 0.10 0.4458
H 3.3291 -2.6568 -0.7163 -0.01 0.00 0.03 0.3513
H 1.5647 -2.5135 -0.8999 0.10 -0.02 0.09 0.1748
```
Positions in Å, forces in eV/Å.

Calculated values
Structure (SMILES) = COc1ccccc1OCCC(=O)OCC(=O)c1c(N)n(C)c(=O)n(C)c1=O
Relative energy (zero: lowest compared OMol25 entry of this formula, charge and spin) = 35.5 kJ/mol
Total charge = 0
E = -1389.520700 a.u.


(4)
Here is C18H21N5O3 in the gas phase from OMol25. Energies are from ωB97M-V with the def2-TZVPD basis set.

XYZ file:
```
47
Properties=species:S:1:pos:R:3:forces:R:3:mulliken_charge:R:1
O -1.6332 -4.2758 -2.8464 1.53 1.74 1.29 -0.7028
N -1.5187 1.2790 -1.1316 0.11 0.01 1.07 -0.4359
N 3.3047 -2.9486 -1.5355 0.82 -0.18 0.61 -0.6149
O -0.6915 1.6808 1.0425 -0.89 -0.42 -1.19 -0.3628
O -2.1562 5.9651 1.6472 0.51 -1.11 0.48 -0.4448
C -1.3510 -3.1629 -2.3472 -2.75 -4.35 -1.10 0.3253
C 1.9976 -3.1801 -1.4245 0.30 0.17 1.80 -0.0582
C -1.1229 0.7805 0.0206 0.61 -0.14 1.31 0.4507
C -1.7936 0.4142 -2.0927 0.86 -1.71 -0.58 -0.1757
C 4.1159 -3.2507 -0.5190 -1.86 -1.07 0.06 0.5296
C 3.5887 -3.8345 0.6766 -1.61 1.69 -2.48 -0.5893
C -1.0395 -0.6255 0.2862 0.96 -0.48 -1.43 -1.1734
C 2.2141 -3.9417 0.8307 -1.85 -1.73 -0.39 -0.7662
C -1.4612 -0.9635 -2.0541 -0.45 0.88 3.25 0.4113
C -1.0762 -1.5627 -0.7966 -0.47 4.41 -1.40 0.8320
C 1.3350 -3.6584 -0.2954 0.70 0.19 1.79 0.7816
N -2.3663 0.9007 -3.2179 -0.26 0.11 -3.74 -0.5214
N -1.7686 -2.0159 -2.8984 -0.77 2.43 -1.83 -0.2387
N -0.9125 -2.9020 -1.0622 0.14 0.04 1.16 0.1485
C 5.5623 -3.2434 -0.7571 2.17 1.45 0.60 -1.2020
C -0.2372 -3.8211 -0.1983 2.94 -2.58 -2.30 -1.3587
C -2.6889 5.3601 2.8907 1.48 1.10 -0.85 -0.3807
C -0.8897 3.1221 0.7744 2.13 -0.48 1.50 -0.9718
C -0.7365 5.5325 1.5633 -1.44 -0.76 -0.31 -0.7847
C -1.8746 4.1159 3.0356 1.72 -1.92 1.40 -0.9127
C -0.6597 4.0439 2.0342 -3.68 1.39 -1.62 0.1099
H 1.5136 -2.8169 -2.2612 -1.57 0.29 -1.66 0.5943
H 4.2536 -4.1177 1.3994 1.44 -0.71 1.94 0.4762
H -0.7191 -0.9919 1.2082 0.43 -0.10 1.60 0.4920
H 1.7590 -4.5125 1.7432 0.95 1.45 -1.55 0.2427
H -2.7335 1.8659 -3.2311 0.80 -1.00 0.12 0.2330
H -1.9426 0.5424 -4.1462 -1.21 1.04 2.20 0.2484
H -2.6796 -1.9257 -3.3851 1.23 -0.76 0.07 0.3204
H 6.1059 -3.2985 0.1890 -0.08 -0.27 0.09 0.3420
H 6.0737 -2.3835 -1.2531 -1.20 -0.17 0.16 0.3348
H 5.8883 -4.0653 -1.3494 -0.03 -0.99 -0.47 0.2812
H -0.5583 -3.8718 0.7826 -0.72 1.05 2.18 0.5494
H -0.4180 -4.9220 -0.4405 -0.18 1.53 -0.70 0.3920
H -3.7102 5.0196 2.9065 -0.71 0.57 -1.02 0.3131
H -2.6213 6.1291 3.6787 0.40 -0.45 -0.04 0.2666
H -1.8515 3.2630 0.4501 -2.42 0.34 -0.97 0.5209
H -0.2011 3.4525 -0.0074 0.04 -0.27 0.00 0.3595
H -0.3881 5.6004 0.5445 -0.33 0.35 -0.53 0.4428
H -0.1306 6.2029 2.1367 0.37 0.29 0.74 0.3288
H -2.4858 3.2557 2.8950 -0.66 -0.75 -0.52 0.3340
H -1.5463 3.9315 4.0679 0.25 0.43 -0.11 0.3588
H 0.2515 3.8345 2.4473 2.25 -0.55 1.39 0.6749
```
Positions in Å, forces in eV/Å.

Calculated values
Structure (SMILES) = Cc1ccc(Cn2c(=O)[nH]c3c(N)nc(OC[C@@H]4CCOC4)cc32)cn1
Relative energy (zero: lowest compared OMol25 entry of this formula, charge and spin) = 464.3 kJ/mol
Total charge = 0
E = -1197.943423 a.u.


(5)
Here is C18H21N5O3S in the gas phase from OMol25. Energies are from ωB97M-V with the def2-TZVPD basis set.

XYZ file:
```
48
Properties=species:S:1:pos:R:3:forces:R:3:mulliken_charge:R:1
C 4.8176 -0.6297 4.5036 -0.29 -0.01 -0.12 -1.7080
H 4.7469 -0.4289 5.5696 0.05 0.03 0.12 0.4045
H 5.1482 0.2783 4.0048 0.11 0.12 -0.02 0.4211
C 3.4690 -1.0857 3.9593 0.34 -0.21 -0.01 0.9417
C 2.9763 -2.3528 4.6577 -0.32 0.29 -0.07 -0.9487
C 1.6589 -2.8042 4.0387 0.16 -0.14 -0.10 -0.7046
C 1.7886 -3.0208 2.5263 -0.27 -0.21 0.36 -0.8942
N 2.3019 -1.8198 1.9094 0.09 0.00 0.01 0.4210
C 1.6278 -1.1131 0.9772 -0.31 -0.09 -0.36 1.4503
C 1.7008 0.2982 0.9263 0.05 -0.07 -0.03 -0.4190
C 0.8922 1.0291 0.1011 -0.19 -0.10 -0.20 -1.3522
C -0.0529 0.4138 -0.7380 0.40 -0.17 0.28 0.5641
C -0.0794 -0.9683 -0.7800 0.02 0.15 0.04 -0.5591
C 0.7681 -1.7228 0.0259 -0.03 1.20 0.24 -0.9208
N 0.8468 -3.1156 -0.2883 0.17 -0.73 -0.21 1.0057
O -0.1201 -3.6330 -0.8172 -0.14 -0.17 -0.02 -0.6558
O 1.8952 -3.6961 -0.0691 0.00 -0.09 -0.13 -0.5595
H -0.6971 -1.5149 -1.4782 -0.01 -0.02 0.00 0.5025
C -0.9056 1.2928 -1.5622 -0.19 -0.33 -0.06 0.7505
O -0.6669 2.4727 -1.7363 0.18 0.04 0.14 -0.7454
N -2.0145 0.7076 -2.1197 0.26 -0.34 0.23 -0.0701
C -2.8902 1.4085 -2.9018 -0.12 1.10 -0.44 0.3170
N -3.9465 0.8822 -3.4252 0.89 -1.20 0.94 -0.5508
N -4.6512 1.7438 -4.1480 -1.03 0.79 -0.90 -0.3708
C -4.1550 2.9312 -4.1913 0.84 -0.10 0.56 0.2693
C -4.7419 4.0498 -4.9174 -0.17 0.30 -0.20 0.0555
C -5.4653 3.7749 -6.2137 0.05 0.06 -0.13 -0.6552
C -6.2459 4.1508 -5.0042 -0.08 0.11 0.06 -0.6522
H -6.8108 3.3757 -4.5115 0.03 -0.12 0.05 0.2963
H -6.6843 5.1354 -4.9482 0.02 0.09 -0.04 0.2600
H -5.5042 2.7466 -6.5357 0.03 -0.12 0.06 0.2958
H -5.3537 4.4946 -7.0102 0.00 0.10 -0.01 0.2618
H -4.1763 4.9687 -4.8377 -0.10 0.06 -0.08 0.4352
S -2.6606 3.1006 -3.2701 -0.88 -0.52 -0.41 -0.1371
H -2.2502 -0.2602 -1.9555 0.02 0.12 0.04 0.1917
H 0.9422 2.1073 0.0956 0.02 0.09 0.03 0.4479
H 2.3722 0.8156 1.5921 0.04 0.02 0.12 0.3942
C 3.5655 -1.3872 2.4604 0.07 0.34 0.28 -1.5717
H 3.9359 -0.5251 1.9070 0.02 -0.06 -0.02 0.6859
H 4.2803 -2.2076 2.3146 0.08 0.06 -0.01 0.2735
H 0.7984 -3.2523 2.1338 0.13 -0.01 -0.04 0.5336
H 2.4523 -3.8655 2.3102 -0.09 0.01 -0.01 0.3184
H 0.8957 -2.0432 4.2192 -0.06 -0.02 0.01 0.3125
H 1.3227 -3.7350 4.4965 -0.08 -0.02 0.01 0.3955
H 2.8413 -2.1675 5.7245 0.07 -0.03 0.05 0.4020
H 3.7247 -3.1404 4.5454 0.11 -0.05 0.02 0.3062
H 2.7327 -0.2886 4.1111 -0.04 -0.02 -0.05 0.2150
H 5.5703 -1.3996 4.3492 0.13 -0.09 0.00 0.3465
```
Positions in Å, forces in eV/Å.

Calculated values
Structure (SMILES) = C[C@@H]1CCCN(c2ccc(C(=O)Nc3nnc(C4CC4)s3)cc2[N+](=O)[O-])C1
Relative energy (zero: lowest compared OMol25 entry of this formula, charge and spin) = 439.9 kJ/mol
Total charge = 0
E = -1596.093277 a.u.